No. 1
Molecular formula: C27H45Cl2ErN2OP
Method: DFT, ωB97M-V/def2-TZVPD

```
79
Properties=species:S:1:pos:R:3:forces:R:3:lowdin_charge:R:1
P -0.3119 1.1481 -1.2697 0.5 -1.0 2.1 1.1015
C -1.9477 0.5297 -1.8939 0.2 0.6 -0.1 -0.4583
C -2.4754 1.0918 -3.2152 -0.3 -0.4 0.0 -0.2136
C -3.9266 0.6178 -3.4145 0.0 0.1 0.0 -0.2093
C -4.0835 -0.9068 -3.3143 0.1 0.0 -0.1 -0.2137
C -3.4406 -1.4961 -2.0550 0.1 0.2 0.1 -0.2042
C -2.0010 -1.0098 -1.8644 -0.1 0.1 0.0 -0.2136
C 1.0956 0.4443 -2.2484 -0.3 0.4 -0.1 -0.4573
C 1.0241 0.5806 -3.7677 0.4 -0.3 -0.1 -0.2143
C 2.3538 0.1033 -4.3814 0.0 0.1 0.0 -0.2106
C 2.7574 -1.3073 -3.9320 -0.1 -0.1 0.0 -0.2128
C 2.6817 -1.5176 -2.4146 0.0 0.1 0.1 -0.1985
C 1.3697 -1.0098 -1.8091 0.1 0.1 -0.1 -0.2096
C -0.2374 2.9901 -1.4077 -0.3 0.0 -1.1 -0.4725
C -1.3897 3.5868 -0.5671 0.1 -0.1 0.2 -0.2203
C -1.2602 5.0953 -0.3077 0.1 -0.1 -0.2 -0.2102
C 0.1188 5.4989 0.2229 0.0 -0.3 0.0 -0.2125
C 1.2452 4.9879 -0.6803 -0.1 -0.1 -0.2 -0.2088
C 1.1595 3.4779 -0.9562 -0.1 -0.1 0.2 -0.2160
H -2.6250 0.8963 -1.0938 0.2 -0.2 -0.2 0.1117
H -1.8502 0.7449 -4.0503 -0.1 0.1 0.1 0.0994
H -2.4373 2.1904 -3.2106 0.0 -0.2 0.0 0.0969
H -4.3098 0.9644 -4.3803 0.0 0.0 0.0 0.0991
H -4.5519 1.0850 -2.6402 0.1 0.0 -0.1 0.1103
H -5.1483 -1.1623 -3.3292 0.0 0.0 -0.1 0.0992
H -3.6339 -1.3762 -4.2018 0.0 0.1 0.1 0.1090
H -4.0234 -1.2109 -1.1677 0.0 0.0 -0.1 0.1148
H -3.4503 -2.5894 -2.1046 -0.1 0.1 0.0 0.1067
H -1.5977 -1.3927 -0.9142 0.0 0.1 -0.3 0.1134
H -1.3823 -1.4102 -2.6815 -0.1 0.1 0.1 0.1010
H 1.9541 1.0581 -1.9118 -0.2 -0.2 0.0 0.1037
H 3.1466 0.8058 -4.0866 -0.1 0.0 0.0 0.1091
H 0.8354 1.6260 -4.0510 0.0 -0.2 0.0 0.1046
H 0.1930 -0.0221 -4.1648 0.2 0.1 0.1 0.0997
H 2.2964 0.1357 -5.4748 0.1 0.0 0.0 0.0981
H 3.7781 -1.5149 -4.2717 -0.1 0.0 -0.1 0.0989
H 2.1103 -2.0437 -4.4310 0.0 0.1 0.1 0.1082
H 2.7949 -2.5823 -2.1824 0.1 0.1 0.0 0.1100
H 3.5153 -0.9957 -1.9223 -0.1 0.0 -0.1 0.1139
H 1.4102 -1.0793 -0.7104 -0.1 0.0 -0.3 0.1025
H 0.5451 -1.6525 -2.1480 0.2 0.1 0.1 0.0946
H -0.3941 3.2032 -2.4840 0.1 0.6 0.3 0.1005
H -2.3551 3.3914 -1.0622 0.3 0.0 0.1 0.1002
H -1.4229 3.0665 0.4057 0.1 0.0 -0.2 0.1006
H -1.4620 5.6361 -1.2414 0.1 0.0 0.0 0.1062
H -2.0342 5.3925 0.4073 0.0 0.0 -0.1 0.1030
H 0.2525 5.0938 1.2359 0.0 0.0 -0.2 0.1163
H 0.1752 6.5887 0.3091 0.0 0.0 0.0 0.0987
H 2.2143 5.2013 -0.2179 0.0 0.0 -0.1 0.1034
H 1.2239 5.5289 -1.6354 -0.1 0.0 0.1 0.1060
H 1.9116 3.2123 -1.7154 -0.2 0.0 0.2 0.1010
H 1.4417 2.9401 -0.0349 -0.1 0.0 -0.2 0.1048
Er 0.7318 -0.3071 3.3995 -0.9 -0.7 -2.3 0.5380
Cl 2.6751 0.5256 2.1293 0.9 0.5 -0.3 -0.2027
Cl -1.1666 1.2198 3.3245 -0.6 0.9 0.3 -0.1962
C -0.3694 -1.9184 2.2857 0.2 0.6 0.3 -0.3302
H -1.4336 -1.8920 2.0275 -0.1 -0.2 0.1 -0.0398
C 0.3213 -3.0885 1.9294 0.3 -0.3 0.2 -0.4367
C 1.7785 -3.1048 1.9487 -0.3 -0.4 -0.1 -0.1336
C 2.4833 -4.2914 1.7938 -0.2 0.1 0.1 -0.1594
C 1.8182 -5.5038 1.5523 0.1 -0.3 0.0 -0.1858
C 0.4142 -5.5083 1.4377 0.1 0.5 0.0 -0.1633
C -0.3183 -4.3405 1.5873 0.5 0.0 -0.1 -0.1075
H 2.3209 -2.1489 2.0614 -0.2 -0.6 -0.1 0.0150
H 3.5749 -4.2938 1.8641 -0.2 0.1 -0.1 0.0837
H -0.1006 -6.4492 1.2344 0.1 0.2 0.0 0.0773
H -1.4105 -4.3376 1.5018 0.3 -0.1 0.1 0.0856
H 2.3800 -6.4335 1.4424 -0.1 0.3 0.0 0.0618
C 1.8895 -0.1757 7.9003 0.0 0.0 0.2 -0.0402
N 0.6463 -0.9124 7.6891 0.0 0.0 0.9 0.0297
C 0.1757 -1.2364 6.4924 0.1 0.0 -3.0 -0.5294
N -0.9810 -1.9321 6.3891 0.4 0.2 0.7 0.1991
O 0.7916 -0.8911 5.4171 -0.6 -0.8 3.7 -0.1949
H 2.3181 0.1173 6.9376 -0.3 -0.2 0.2 0.0921
H 2.6072 -0.8047 8.4365 0.0 0.1 -0.1 0.0853
H 1.6983 0.7233 8.4966 0.0 -0.1 -0.2 0.0862
H 0.0922 -1.2186 8.4847 0.5 0.3 -0.2 0.1489
H -1.3300 -2.1517 5.4617 0.2 0.0 -0.1 0.1128
H -1.4589 -2.2798 7.2137 0.2 0.2 -0.5 0.1130
```
Forces are in eV/Å.

Output
Expectation value of S²: 3.7535
2S+1: 4
Highest occupied orbital energy (alpha / beta), eV: -1.52 / -1.52
Charge: -1

---

No. 2
Molecular formula: Hg7O28P7Pb
Method: DFT, ωB97M-V/def2-TZVPD

```
43
Properties=species:S:1:pos:R:3:forces:R:3:lowdin_charge:R:1
Hg 3.1062 -2.2311 0.4438 0.9 -1.4 -0.1 1.1091
Hg -1.5151 -1.8004 -3.1459 -1.5 -0.9 1.9 1.1951
Hg -0.0736 -4.1197 -0.1818 0.5 -2.5 -0.7 0.5848
Hg 3.4472 1.1410 -1.3008 1.7 2.8 -1.4 0.5962
Hg 0.0423 -0.8583 1.5745 -0.7 1.5 0.9 1.1932
Hg 0.9453 2.6216 0.8573 0.3 0.7 -0.6 1.1564
Hg -0.6758 1.3284 -2.0789 -1.1 1.8 0.9 1.2318
Pb 1.7702 -1.5028 -4.6850 -2.1 1.9 1.3 1.2881
P 3.1935 0.2242 1.8702 2.1 5.0 2.9 0.0502
O 2.2360 -1.0058 2.0048 -2.7 1.0 2.9 -0.5482
O 2.5967 1.2126 0.7927 0.5 -0.3 0.8 -0.6843
O 4.2362 -0.6277 1.1769 4.9 -1.3 -2.1 -0.5347
O 3.9759 1.0978 2.9555 -2.5 -3.0 -2.0 -0.4408
P -0.9970 -2.9863 3.1843 -2.5 0.9 -3.2 -0.1516
O -2.5443 -2.9788 3.1386 -0.3 0.4 0.0 -0.2061
O -0.4079 -3.1845 1.7499 -0.1 0.1 1.1 -0.6027
O -0.5806 -4.0020 4.0911 2.2 -3.6 3.6 -0.3226
O -0.7210 -1.5058 3.5024 -0.2 0.5 0.5 -0.2552
P -0.7234 -0.0121 -5.2071 -6.5 1.2 -3.7 -0.3061
O -1.2911 0.2825 -3.8218 -2.1 1.1 0.2 -0.5406
O -0.5856 -1.5322 -5.2495 3.2 -5.1 1.7 -0.5979
O 0.5236 0.7174 -5.2286 6.5 1.0 -0.8 -0.4182
O -1.6656 0.0667 -6.3947 0.0 1.8 0.3 -0.4054
P -1.3634 4.1069 0.1012 -5.4 6.8 -0.5 -0.1603
O -2.6664 3.7875 0.8761 -0.3 0.7 0.5 -0.2541
O -0.9475 2.8137 -0.4224 2.7 -5.5 -3.9 -0.4640
O -0.2870 4.6160 1.0203 2.0 0.5 0.4 -0.3984
O -1.8371 5.1719 -1.0165 1.1 -2.0 1.9 -0.4489
P -0.1366 1.8779 3.3543 1.5 2.1 0.6 0.1050
O -0.9994 3.1232 3.8666 0.1 -1.5 -0.6 -0.1909
O -0.6391 1.2419 2.0263 -0.2 0.4 2.1 -0.4730
O -0.1886 1.1306 4.7133 0.1 0.8 -1.6 -0.2539
O 1.3177 2.4850 2.9591 -2.3 -1.2 2.2 -0.4693
P 1.0417 -0.9070 -1.1334 3.2 3.7 1.9 -0.0120
O 2.6238 -0.7525 -1.1744 -1.9 -2.6 -2.2 -0.7485
O 0.4418 -0.9740 -2.5206 2.1 -1.4 -2.1 -0.6391
O 0.5090 0.4079 -0.4491 0.5 -2.3 -1.1 -0.5532
O 0.9752 -2.0842 -0.1928 -1.0 -1.0 -0.5 -0.6794
P -2.3672 -1.4254 -0.3527 -5.1 5.1 -1.3 -0.0498
O -2.0244 -0.1768 -1.2107 0.9 -0.7 -2.2 -0.4951
O -3.9099 -1.3961 -0.5232 0.5 -2.5 0.0 -0.3328
O -2.2763 -0.8181 1.0254 1.7 -1.8 2.4 -0.2642
O -1.5582 -2.5729 -0.9947 -0.5 -1.0 -0.9 -0.6087
```
Forces are in eV/Å.

Output
Highest occupied orbital energy, eV: 4.67
Charge: -5

---

No. 3
Molecular formula: C64H65BaN3O4P3S
Method: DFT, ωB97M-V/def2-TZVPD

```
141
Properties=species:S:1:pos:R:3:forces:R:3:lowdin_charge:R:1
Ba 0.3902 0.0167 0.1256 4.6 -0.3 2.8 1.6955
C 1.5375 6.0313 4.9918 0.1 -0.1 0.0 -0.1043
C 2.4521 5.0583 5.3838 -0.1 -0.1 -0.1 -0.0931
C 2.6445 3.9165 4.6073 0.0 0.1 0.0 -0.0998
C 1.9225 3.7263 3.4277 0.0 0.0 0.0 -0.3644
C 1.0043 4.7110 3.0520 0.0 0.1 -0.1 -0.1081
C 0.8168 5.8562 3.8171 0.0 -0.1 0.0 -0.0952
P 2.0212 2.2913 2.2594 0.7 -0.1 -0.2 1.0829
C 3.0168 1.0324 3.1998 0.2 0.1 0.0 -0.3550
C 2.5908 0.5741 4.4510 0.1 0.2 0.0 -0.1735
C 3.3245 -0.3681 5.1610 0.1 0.1 -0.1 -0.1318
C 4.4894 -0.9027 4.6223 -0.1 0.0 0.1 -0.1116
C 4.9038 -0.4982 3.3609 -0.2 0.1 -0.1 -0.1049
C 4.1731 0.4571 2.6536 0.0 0.0 0.1 -0.0793
C 3.3359 2.9259 1.0899 -0.2 0.0 -0.1 -0.3237
C 4.4072 3.6329 1.5750 0.1 0.1 0.0 -0.1059
C 5.4118 4.1383 0.7202 -0.1 0.0 0.1 -0.0930
C 5.3095 3.9520 -0.6292 -0.1 0.0 -0.1 -0.0572
C 4.2133 3.2396 -1.1785 -0.1 -0.1 0.0 -0.1818
C 4.0963 3.0728 -2.5906 0.0 0.0 0.2 -0.0779
C 3.0353 2.3867 -3.1044 -0.1 -0.1 0.1 -0.1170
C 2.0798 1.8041 -2.2233 -0.3 -0.1 -0.2 -0.2252
C 2.1150 1.8862 -0.8410 0.6 0.8 -0.3 -0.2790
C 3.2079 2.6786 -0.3218 0.0 -0.1 -0.1 -0.2268
H 1.3857 6.9165 5.6001 0.0 0.0 0.0 0.0943
H 3.0241 5.1878 6.2973 0.0 0.0 -0.1 0.0964
H 3.3682 3.1752 4.9262 0.0 0.0 0.0 0.0994
H 0.4314 4.5739 2.1383 0.0 0.0 0.1 0.0884
H 0.1033 6.6099 3.4967 0.1 -0.1 0.0 0.0970
H 1.6661 0.9508 4.8683 0.0 0.0 0.0 0.0845
H 2.9715 -0.7030 6.1303 0.0 0.0 -0.1 0.0981
H 5.0592 -1.6452 5.1755 -0.1 0.1 -0.1 0.0983
H 5.8018 -0.9219 2.9220 -0.1 0.0 0.0 0.0978
H 4.5181 0.7742 1.6744 0.0 0.0 0.1 0.1001
H 4.4991 3.8132 2.6392 0.0 0.0 0.0 0.0934
H 6.2537 4.6788 1.1407 -0.1 0.0 0.0 0.0930
H 6.0629 4.3547 -1.3046 -0.1 -0.1 0.1 0.1027
H 4.8537 3.5068 -3.2365 0.0 0.0 0.0 0.0961
H 2.9325 2.2685 -4.1830 0.0 0.0 0.1 0.0937
H 1.2616 1.2350 -2.7051 0.4 0.2 0.2 0.0437
C 2.3055 -1.4678 -3.8598 0.0 -0.1 0.0 -0.2738
P 2.5505 -1.7328 -2.0520 0.5 0.0 -0.2 0.8589
C 4.2261 -0.9797 -1.8205 0.0 0.0 0.1 -0.2539
C 3.1107 -3.5063 -2.0075 0.0 -0.2 0.3 -0.3873
C 3.5570 -4.1964 -3.1406 0.0 0.0 0.1 -0.0958
C 4.0253 -5.5019 -3.0485 0.0 0.0 0.1 -0.0938
C 4.0680 -6.1425 -1.8145 0.0 0.1 0.0 -0.0969
C 3.6184 -5.4770 -0.6825 -0.1 0.1 -0.1 -0.1098
C 3.1232 -4.1724 -0.7578 0.0 0.1 -0.4 -0.3888
P 2.4266 -3.3156 0.7281 -0.2 0.0 0.1 0.8748
C 3.7278 -3.6370 1.9843 0.1 -0.1 0.0 -0.2940
C 1.2014 -4.5798 1.2791 0.0 0.0 -0.2 -0.2837
H 3.2373 -1.4974 -4.4315 0.0 0.0 0.0 0.0364
H 1.8354 -0.4913 -3.9995 0.1 -0.1 0.0 0.0162
H 1.6101 -2.2193 -4.2479 0.0 0.1 0.0 0.0430
H 4.9466 -1.3838 -2.5355 0.0 0.0 0.0 0.0398
H 4.5696 -1.2035 -0.8051 0.0 0.0 -0.1 0.0306
H 4.1595 0.1066 -1.9258 0.0 -0.1 0.0 0.0172
H 3.5424 -3.7096 -4.1122 0.0 -0.1 0.1 0.0894
H 4.3632 -6.0186 -3.9408 0.0 0.0 0.0 0.0971
H 4.4421 -7.1588 -1.7372 0.0 0.1 0.0 0.0966
H 3.6453 -5.9889 0.2759 0.0 0.0 -0.1 0.0895
H 3.9307 -4.7058 2.1176 0.0 0.1 0.0 0.0318
H 3.3831 -3.2147 2.9315 0.0 0.0 0.0 0.0125
H 4.6522 -3.1243 1.7050 -0.1 0.0 0.0 0.0313
H 1.6462 -5.5783 1.3181 0.0 0.0 0.0 0.0324
H 0.3508 -4.5928 0.5941 0.1 0.0 0.0 0.0225
H 0.8400 -4.3019 2.2686 0.0 0.0 0.0 -0.0198
N -0.5783 0.7503 3.5787 0.0 0.2 0.1 0.0211
N -1.3782 -0.2304 4.1664 0.5 0.0 -0.5 -0.0774
C -0.9372 -1.5022 4.2409 0.0 -0.1 0.1 -0.8833
N -1.9238 -2.3561 4.6529 0.2 -0.2 0.0 0.0715
S 0.6283 -2.0217 3.9533 -0.6 0.0 0.0 0.6595
H -0.6824 1.5851 4.1345 0.1 0.3 0.0 0.0832
H -0.8645 0.9383 2.6074 -0.3 -0.1 0.2 0.0134
H -2.3715 -0.1121 4.0947 -0.5 0.1 0.0 0.1239
H -2.8839 -2.1153 4.4653 -0.1 0.0 0.0 0.0840
H -1.6781 -3.3234 4.5629 0.0 -0.2 0.0 0.0733
C -4.9748 0.5784 -3.7916 0.0 0.0 -0.3 0.0223
C -4.9102 0.2781 -2.3123 0.5 -0.1 0.2 -0.5784
C -6.2726 0.1568 -1.6786 -0.3 0.0 0.1 0.0201
O -4.1997 -0.9306 -2.1008 0.0 -0.1 0.1 -0.0217
C -2.9881 -0.7165 -1.3692 -0.1 0.2 -0.2 -0.1406
C -2.9417 0.8067 -1.1443 0.1 0.0 -0.1 -0.1583
O -4.1774 1.2969 -1.6551 0.0 0.1 0.0 -0.0141
C -2.7538 1.2762 0.3282 0.0 0.2 0.2 -0.4214
O -1.5709 0.7271 0.8218 -3.4 1.0 0.7 -0.5882
C -2.6268 2.8218 0.3835 0.0 -0.1 0.1 -0.1298
C -2.3886 3.3988 1.6348 -0.1 0.0 0.0 -0.0349
C -2.2216 4.7665 1.7841 0.0 0.0 -0.1 -0.1029
C -2.2738 5.6006 0.6666 0.0 -0.2 0.0 -0.1006
C -2.5056 5.0423 -0.5824 0.0 -0.1 0.1 -0.0771
C -2.6882 3.6646 -0.7223 0.0 0.0 0.0 -0.0118
C -4.0202 0.8408 1.1107 0.1 0.1 0.0 -0.1196
C -5.1444 1.6618 1.2292 0.1 0.0 0.0 -0.0278
C -6.2931 1.2257 1.8792 0.1 0.0 0.0 -0.0912
C -6.3567 -0.0586 2.4040 0.1 0.0 -0.1 -0.1105
C -5.2538 -0.8953 2.2774 0.1 0.1 0.0 -0.0919
C -4.0912 -0.4405 1.6548 0.0 -0.1 0.1 -0.0442
C -1.7695 -1.3275 -2.1238 0.3 0.0 -0.2 -0.4016
O -0.6019 -0.8526 -1.5200 -3.0 -1.8 -3.5 -0.6622
C -1.8310 -2.8834 -2.0345 0.1 0.1 0.0 -0.1173
C -0.6184 -3.5706 -2.0854 -0.1 -0.1 -0.1 -0.0254
C -0.5542 -4.9599 -2.0539 -0.1 0.1 0.0 -0.0865
C -1.7236 -5.7047 -1.9401 0.0 0.1 0.0 -0.1060
C -2.9415 -5.0392 -1.8655 0.1 0.1 0.0 -0.0903
C -2.9995 -3.6452 -1.9171 0.1 0.0 0.0 -0.0330
C -1.8405 -0.9009 -3.6184 0.3 0.0 0.1 -0.1098
C -2.4737 -1.6562 -4.6065 0.0 0.0 0.1 -0.0273
C -2.5105 -1.2267 -5.9299 0.1 0.0 0.1 -0.0926
C -1.9146 -0.0263 -6.2970 0.0 0.0 0.1 -0.1080
C -1.2734 0.7367 -5.3263 -0.1 -0.1 0.1 -0.0808
C -1.2319 0.2964 -4.0061 0.0 -0.1 0.0 -0.0373
H -5.4479 -0.2567 -4.3178 0.0 0.1 0.0 0.0949
H -3.9641 0.7164 -4.1879 -0.2 0.0 0.1 0.0757
H -5.5574 1.4898 -3.9589 0.1 -0.1 0.0 0.0911
H -6.8391 -0.6323 -2.1823 0.0 0.1 0.1 0.0913
H -6.8140 1.1045 -1.7679 0.0 -0.1 0.0 0.0953
H -6.1643 -0.0958 -0.6205 0.0 0.0 -0.1 0.0753
H -3.0517 -1.2388 -0.4181 0.0 -0.1 0.0 0.1345
H -2.1174 1.2395 -1.7186 0.0 0.0 0.0 0.1377
H -2.3459 2.7540 2.5100 0.0 0.1 -0.1 0.1109
H -2.0401 5.1834 2.7714 0.0 0.0 -0.1 0.0936
H -2.1304 6.6699 0.7716 0.0 0.0 0.0 0.0937
H -2.5501 5.6777 -1.4611 0.0 0.0 0.1 0.0979
H -2.8890 3.2607 -1.7105 0.0 0.1 0.2 0.1124
H -5.1211 2.6568 0.7963 0.0 -0.1 0.0 0.1233
H -7.1492 1.8872 1.9601 0.1 0.0 0.0 0.0996
H -7.2559 -0.4075 2.8972 0.0 0.0 0.0 0.0935
H -5.3139 -1.9115 2.6550 0.1 0.0 0.0 0.0947
H -3.2250 -1.0886 1.5558 -0.1 0.1 0.1 0.1093
H 0.2850 -2.9845 -2.1408 0.1 0.1 0.0 0.0552
H 0.4136 -5.4539 -2.1057 -0.1 0.1 0.0 0.0991
H -1.6855 -6.7879 -1.9019 0.0 0.0 0.0 0.0924
H -3.8619 -5.6068 -1.7698 0.0 0.0 0.0 0.0938
H -3.9652 -3.1563 -1.8725 0.1 0.0 0.0 0.1084
H -2.9541 -2.5919 -4.3417 0.1 0.1 0.0 0.1122
H -3.0052 -1.8367 -6.6779 0.0 0.0 0.0 0.0957
H -1.9386 0.3049 -7.3288 0.0 0.0 0.0 0.0920
H -0.7937 1.6719 -5.5948 0.0 0.0 0.0 0.1004
H -0.6980 0.8759 -3.2625 0.0 -0.1 0.0 0.0888
```
Forces are in eV/Å.

Output
Highest occupied orbital energy, eV: -4.34
Charge: -1